Density functional theory data (wB97M-V/def2-TZVPD) for a structure of composition C20H19F10N9O4S2Tl.

The geometry in ORCA input format:
```
! wB97M-V def2-TZVPD RIJCOSX def2/J DEFGRID3
* xyz 1 1
Tl -0.145 -0.579 -0.960
C 3.496 -1.732 -1.743
N 3.319 -0.577 -0.895
C 3.595 0.730 -1.447
C 3.434 -0.783 0.537
C 2.967 0.359 1.434
N 1.565 0.676 1.286
C 1.016 1.597 2.074
C -0.370 1.911 1.895
F -1.014 1.419 0.858
C -1.072 2.687 2.778
F -2.367 2.883 2.570
C -0.457 3.261 3.878
C 0.904 3.052 4.051
F 1.528 3.609 5.082
C 1.627 2.276 3.182
F 2.929 2.133 3.423
H 4.556 -1.816 -2.012
H 3.175 -2.634 -1.230
H 2.926 -1.590 -2.662
H 4.537 1.105 -1.038
H 3.653 0.681 -2.530
H 2.792 1.423 -1.172
H 2.921 -1.713 0.785
H 4.498 -0.933 0.758
H 3.197 0.038 2.453
H 3.590 1.239 1.257
H -1.018 3.860 4.584
N -0.197 -2.290 2.747
C -1.451 -1.797 2.625
N -2.178 -1.745 3.730
C -3.424 -1.309 3.554
N -4.228 -1.254 4.624
N -3.940 -0.920 2.376
C -3.116 -0.989 1.345
N -1.855 -1.425 1.395
C -3.701 -0.606 0.018
C -5.029 -0.192 -0.046
C -5.581 0.091 -1.283
C -4.810 -0.070 -2.418
C -3.494 -0.481 -2.269
N -2.947 -0.719 -1.078
H 0.146 -2.502 3.667
H 0.426 -2.211 1.970
H -3.896 -1.564 5.518
H -5.173 -0.942 4.505
H -5.596 -0.118 0.869
H -6.613 0.414 -1.356
H -5.209 0.124 -3.406
H -2.854 -0.604 -3.130
F -1.549 3.697 -4.435
C -1.204 3.599 -3.159
F -0.575 4.694 -2.769
F -2.289 3.419 -2.410
S -0.170 2.090 -2.931
O 0.345 2.133 -1.576
O -1.109 1.024 -3.190
N 0.947 2.287 -4.035
S 1.677 0.957 -4.481
O 3.048 1.157 -4.831
O 1.431 -0.136 -3.550
C 0.800 0.419 -6.046
F -0.341 1.083 -6.182
F 1.575 0.646 -7.094
F 0.544 -0.884 -5.961
*
```

Summary:
ΔE to the lowest compared entry with this formula, charge and spin (eV): 1.255
E_tot (eV): -96180.5863
Frontier orbital gap (spin up / spin down) (eV): 6.7917 / 5.5662
Molecular weight (Da): 907.9

natural (NBO) atomic charge list, values in e, 2 entries: atom 1 (Tl): 0.8089, atom 2 (C): -0.4693